Arrangement a

# C6H11N2O2

2 unconnected molecules or ions with the total composition C6H11N2O2 (ωB97M-V/def2-TZVPD, OMol25).

Last column: natural (NBO) charge in e.
Cartesian coordinates (Å):
C 0.81336 4.21172 1.10997  0.4566
C -0.79563 -1.68828 -1.14883  -0.4162
C -1.38925 -1.16534 0.17415  -0.3889
C 0.07312 -0.59876 -1.76863  -0.4012
C -0.19992 -0.92163 1.17606  -0.3084
C 1.19439 -0.24100 -0.77038  -0.2584
N 0.63163 0.05950 0.55376  -0.0245
N 0.74147 1.23311 0.97123  0.2580
O 1.06003 5.30002 1.01816  -0.4115
O 0.06286 1.58311 2.02482  -0.4519
H 0.34343 2.52587 2.16342  0.5238
H -0.19990 -2.62406 -1.10843  0.2166
H -1.64606 -1.79520 -1.73905  0.2368
H -1.98199 -0.28749 -0.15697  0.2234
H -2.12400 -1.76438 0.80413  0.2466
H 0.58923 -1.03864 -2.58809  0.2456
H -0.55858 0.29606 -2.04061  0.2241
H -0.81660 -0.75301 2.03818  0.2790
H 0.33599 -1.84803 1.14762  0.2431
H 1.90016 -1.01884 -0.79686  0.2418
H 1.96624 0.53526 -1.06367  0.2655

Frontier orbital gap, eV: 10.4
Net charge: +1
Lowest unoccupied orbital energy, Eh: -0.169
HOMO energy, eV: -14.995

***

Arrangement b

# C6H11N2O2

A gas-phase ion, C6H11N2O2 (charge +1) (ωB97M-V/def2-TZVPD, OMol25).

Last column: natural (NBO) charge in e.
Cartesian coordinates (Å):
C 1.24713 1.74440 0.06845  -0.6193
C 0.15547 0.82298 -0.41626  -0.1311
C -1.17925 1.35478 -0.06145  0.7221
O -1.53640 2.45108 0.01322  -0.4324
N -2.23351 0.28809 0.09807  -0.6940
C -2.08204 -0.94527 0.12454  1.0055
O -2.09731 -2.08290 0.19990  -0.3233
N 0.29010 -0.58301 -0.09433  -0.4584
C 0.67141 -0.81744 1.32763  -0.4271
C 0.83471 -1.53960 -1.07428  -0.4300
H 1.13322 1.93738 1.09822  0.2312
H 1.00663 2.70260 -0.35812  0.2539
H 2.02424 1.14153 -0.30522  0.2372
H -0.14274 1.00666 -1.53108  0.2632
H -3.14544 0.63990 -0.10313  0.4771
H 1.60417 -0.47421 1.64980  0.2181
H -0.02135 -0.17721 2.08333  0.2025
H 0.50627 -1.95423 1.32493  0.2377
H 1.70459 -2.10358 -0.66334  0.2269
H 0.20126 -2.38142 -1.42792  0.2215
H 1.05883 -1.03053 -1.95297  0.2189

Frontier orbital gap, eV: 9.5
Net charge: +1
Structure (SMILES): C[C@H](C(=O)[NH+]=C=O)N(C)C
Lowest unoccupied orbital energy, Eh: -0.155
HOMO energy, eV: -13.698

***

arrangement b (16.1 kcal/mol below the next structure)

***

Arrangement a

# C4H6NO

A gas-phase ion, C4H6NO (charge +1) (ωB97M-V/def2-TZVPD, OMol25).

Last column: natural (NBO) charge in e.
Cartesian coordinates (Å):
C 0.23392 -1.38552 -0.07811  -0.2352
C 1.30971 -0.64403 -0.21777  0.3093
O 2.04713 0.28616 0.30598  -0.3187
C 0.96650 0.71874 -0.42369  0.1538
N -0.35063 0.92023 0.22973  -0.5221
C -0.94565 -0.37806 0.03341  -0.2710
H 0.08481 -2.36840 0.13663  0.2431
H 1.12121 1.30246 -1.22043  0.2137
H -0.95776 1.67023 -0.09072  0.4632
H -0.26280 1.00750 1.20828  0.4486
H -1.69675 -0.38443 -0.88108  0.2520
H -1.54969 -0.74488 0.99776  0.2634

Frontier orbital gap, eV: 9.6
Net charge: +1
Structure (SMILES): C1=C2O[C@@H]2[NH2+]C1
Lowest unoccupied orbital energy, Eh: -0.162
HOMO energy, eV: -13.979

***

Arrangement b

# C4H6NO

2 unconnected molecules or ions with the total composition C4H6NO (ωB97M-V/def2-TZVPD, OMol25).

Last column: natural (NBO) charge in e.
Cartesian coordinates (Å):
C 0.36580 1.26964 -0.28511  0.1511
C 2.23207 -0.54115 0.74466  -0.1058
C 1.29707 0.16555 -0.07299  0.2971
C -2.71060 -0.33116 -0.26402  0.0605
N -0.17583 0.15805 -0.11255  -0.3539
O 2.09438 -0.62476 -0.80466  -0.4149
H 0.17550 2.19733 -0.66390  0.2334
H 3.09894 -0.08611 1.27562  0.2400
H 1.83912 -1.44692 1.04994  0.2115
H -3.35435 0.31465 -0.96778  0.2208
H -2.95798 -0.12587 0.75083  0.2069
H -1.90413 -0.94925 -0.65005  0.2532

Frontier orbital gap (alpha / beta), eV: 6.3 / 6.3
Net charge: +1
Lowest unoccupied orbital energy (alpha / beta), Eh: -0.290 / -0.290
HOMO energy (alpha / beta), eV: -14.219 / -14.220

***

arrangement a (52.4 kcal/mol below the next structure)